No. 1
C19H17AsF6N3O9RhS2 | ωB97M-V/def2-TZVPD

- Spin multiplicity: 1
- Charge: 0
- HOMO-LUMO gap: 7.9 eV
- HOMO level: -9.882 eV

Last column: Löwdin charge in e.
CARTESIAN COORDINATES (ANGSTROEM)
Rh (-0.7492, 0.9154, -1.4842)  0.9496
F (-4.5363, 2.9339, -3.3191)  0.1688
C (-3.5482, 2.8997, -2.4407)  -0.6803
F (-2.4117, 2.5853, -3.0752)  0.1215
F (-3.4092, 4.0795, -1.8605)  0.1733
S (-3.9067, 1.6466, -1.1325)  0.6587
O (-2.6275, 1.4976, -0.4023)  -0.3799
O (-5.0233, 2.1563, -0.4250)  -0.2114
N (-4.2544, 0.3399, -1.9647)  -0.2667
S (-3.1769, -0.7753, -1.9424)  0.6209
O (-1.9660, -0.4573, -2.7407)  -0.3988
O (-2.8797, -1.3132, -0.6453)  -0.3090
C (-3.9937, -2.1812, -2.8056)  -0.6873
F (-5.0369, -2.5720, -2.0965)  0.1734
F (-4.3742, -1.8499, -4.0293)  0.1685
F (-3.0987, -3.1651, -2.8678)  0.1501
O (0.7471, 4.3005, 0.2013)  0.1178
C (0.2255, 3.2220, 0.3349)  -0.5148
O (-0.1718, 2.5736, -0.7591)  -0.1911
C (-0.0422, 2.6368, 1.6928)  -0.1012
C (0.0635, 3.5164, 2.7700)  0.0201
C (-0.1579, 3.0822, 4.0643)  0.0257
C (-0.4757, 1.7507, 4.2617)  -0.1319
C (-0.5934, 0.8492, 3.2219)  0.0168
C (-0.3805, 1.3114, 1.9351)  -0.0443
N (-0.7043, 1.2692, 5.6416)  -0.3506
O (-0.9408, 0.0874, 5.7896)  0.0781
O (-0.6383, 2.0844, 6.5369)  0.0866
H (0.3293, 4.5445, 2.5709)  0.1273
H (-0.0846, 3.7493, 4.9095)  0.1238
H (-0.8603, -0.1758, 3.4297)  0.1157
H (-0.5009, 0.6319, 1.1017)  0.0332
C (-0.5033, -2.3529, 0.5236)  -0.2143
As (0.2859, -1.0005, -0.5982)  1.1709
C (0.8286, -2.0711, -2.1071)  -0.2198
C (1.8904, -0.4690, 0.3809)  -0.2598
C (3.0241, -1.4216, 0.1338)  -0.3102
C (3.2327, -2.5092, 0.9760)  -0.0571
C (4.2753, -3.3942, 0.7382)  -0.0762
C (5.1210, -3.1956, -0.3424)  -0.0825
C (4.9213, -2.1090, -1.1843)  -0.0680
C (3.8782, -1.2282, -0.9492)  -0.0489
H (0.3209, -3.0448, 0.7043)  0.0407
H (-1.3166, -2.8417, 0.0024)  0.0281
H (-0.8726, -1.9383, 1.4590)  0.0395
H (1.4054, -2.9123, -1.7235)  0.0481
H (1.4180, -1.4657, -2.7852)  0.0265
H (-0.0687, -2.4276, -2.6092)  0.0338
H (1.6156, -0.4438, 1.4366)  0.0779
H (2.1309, 0.5412, 0.0584)  0.0787
H (2.5873, -2.6576, 1.8347)  0.1120
H (4.4298, -4.2333, 1.4037)  0.1056
H (5.9421, -3.8768, -0.5216)  0.1042
H (5.5818, -1.9448, -2.0254)  0.1078
H (3.7218, -0.3823, -1.6087)  0.1126
O (2.5546, 2.5908, -2.7902)  0.1426
C (1.7524, 1.7716, -2.5627)  -0.4577
N (1.0213, 0.8428, -2.3151)  -0.0970

No. 2
C2H8NOS2 | ωB97M-V/def2-TZVPD

- Spin multiplicity: 1
- Charge: -1
- HOMO-LUMO gap: 6.5 eV
- HOMO level: -2.752 eV

Last column: Löwdin charge in e.
CARTESIAN COORDINATES (ANGSTROEM)
C (-0.8982, -2.1458, -0.4562)  -0.5383
S (-1.7670, -0.9017, -1.4454)  0.1609
S (-0.1794, 0.1727, -2.3022)  -0.1160
H (-0.8697, -3.0809, -1.0329)  0.0070
H (-1.4818, -2.3188, 0.4511)  0.0095
H (0.1081, -1.8696, -0.1568)  0.0019
H (1.0474, 0.1977, -0.7883)  -0.1181
N (-0.3277, 1.4246, 1.0354)  -0.0094
C (1.1268, 1.3142, 0.8525)  -0.4138
O (1.5596, 0.2023, 0.1188)  -0.1997
H (-0.5310, 2.3773, 1.3142)  0.0461
H (-0.8228, 1.2261, 0.1709)  -0.0184
H (1.5189, 2.2277, 0.3733)  0.0953
H (1.5167, 1.1744, 1.8654)  0.0931

No. 3
C12H22Cl2N4 | ωB97M-V/def2-TZVPD

- Spin multiplicity: 2
- Charge: +1
- HOMO-LUMO gap (alpha / beta): 6.6 / 2.4 eV
- Expectation value of S²: 0.75
- HOMO level (alpha / beta): -9.459 / -9.459 eV

Last column: Löwdin charge in e.
CARTESIAN COORDINATES (ANGSTROEM)
C (-2.1366, -5.9903, 1.4804)  -0.0815
C (-2.5099, -4.9205, 2.4540)  -0.1878
N (-2.9343, -3.6974, 1.7374)  -0.0551
C (-4.2701, -3.4258, 1.3406)  0.0393
C (-4.1724, -2.1867, 0.6426)  0.0205
N (-2.8039, -1.7856, 0.6579)  -0.0849
C (-2.0339, -2.6904, 1.2771)  0.0187
C (-2.3475, -0.5239, 0.0102)  -0.0004
H (-2.6623, -5.9506, 0.5264)  0.0819
H (-2.4213, -6.9125, 1.9869)  0.0838
H (-1.0847, -6.0923, 1.2133)  0.0812
H (-1.7543, -4.8681, 3.2379)  0.1376
H (-3.3535, -5.2038, 3.0833)  0.1221
H (-5.0147, -4.1287, 1.6842)  0.1303
H (-4.9436, -1.6145, 0.1485)  0.1217
H (-1.0131, -2.7051, 1.6296)  0.1092
H (-2.0722, 0.2066, 0.7709)  0.0852
H (-2.8906, -0.2058, -0.8798)  0.1016
H (-1.4036, -0.7850, -0.4682)  0.0774
C (2.8484, 5.7314, -2.1698)  -0.0722
C (3.5578, 4.4747, -2.5388)  -0.1946
N (3.2404, 3.4093, -1.5550)  -0.0344
C (4.0632, 2.9237, -0.5322)  0.0159
C (3.3514, 2.0047, 0.2283)  -0.0079
N (2.0760, 1.9339, -0.2569)  -0.0736
C (2.0106, 2.7849, -1.3683)  0.0450
C (1.1164, 0.9288, 0.2249)  -0.0053
H (2.5016, 5.6917, -1.1372)  0.0856
H (1.9330, 5.8907, -2.7396)  0.0827
H (3.5879, 6.5300, -2.1114)  0.0898
H (4.6065, 4.6840, -2.7499)  0.1309
H (3.3622, 4.2264, -3.5820)  0.0777
H (5.0876, 3.2659, -0.5317)  0.1351
H (3.6755, 1.3863, 1.0523)  0.1472
H (1.2336, 2.8557, -2.1150)  0.1375
H (0.0994, 1.1381, -0.1068)  0.0818
H (1.1026, 0.8613, 1.3127)  0.0466
H (1.4291, -0.0747, -0.0635)  0.1048
Cl (1.1641, 3.4197, -5.3730)  0.0884
Cl (-0.2246, -0.5860, 3.5796)  -0.6817

No. 4
C3H6N2 | ωB97M-V/def2-TZVPD

- Spin multiplicity: 1
- Charge: 0
- HOMO-LUMO gap: 10.0 eV
- HOMO level: -9.104 eV

Last column: Löwdin charge in e.
CARTESIAN COORDINATES (ANGSTROEM)
C (1.5836, 0.1324, 0.0804)  -0.0862
C (0.2887, 0.4084, -0.6335)  -0.2640
N (-1.7925, -0.7437, 0.3566)  0.1284
C (-0.9686, 0.2867, -0.0026)  -0.5008
N (-0.8063, 1.5171, -0.1908)  0.2168
H (2.3847, 0.7910, -0.2587)  0.0648
H (1.4777, 0.2144, 1.1671)  0.0743
H (1.8899, -0.9013, -0.1415)  0.0756
H (0.2826, 0.1650, -1.6991)  0.1150
H (-2.7517, -0.7148, 0.0691)  0.0839
H (-1.5881, -1.1553, 1.2530)  0.0924

No. 5
C3H7IN4 | ωB97M-V/def2-TZVPD

- Spin multiplicity: 3
- Charge: 0
- HOMO-LUMO gap (alpha / beta): 7.2 / 6.8 eV
- Expectation value of S²: 2.01
- HOMO level (alpha / beta): -6.538 / -8.968 eV

Last column: Löwdin charge in e.
CARTESIAN COORDINATES (ANGSTROEM)
C (1.5367, -2.2000, -0.3372)  -0.0287
C (0.7193, 0.5035, 0.5580)  0.0003
C (-0.9575, 0.1335, -1.1110)  -0.0597
N (-2.8668, 1.6650, -1.0412)  0.0437
N (0.5526, -1.5532, -0.8052)  -0.0118
N (-1.7853, 1.0113, -1.0258)  -0.0406
N (0.1425, -0.3546, -0.5096)  -0.1969
I (-5.5720, 0.7903, 0.9205)  0.2144
H (1.5466, -3.1746, -0.6449)  0.0282
H (2.3444, -1.9976, 0.3815)  0.0759
H (1.0411, 1.5632, 0.3965)  0.1057
H (-0.0157, 0.5888, 1.3030)  0.0708
H (1.5884, 0.0005, 0.8372)  0.0405
H (-4.2193, 1.0076, -0.1513)  -0.3198
H (-2.7419, 2.2270, -1.8696)  0.0781

No. 6
C3H12N2Si2 | ωB97M-V/def2-TZVPD

- Spin multiplicity: 1
- Charge: 0
- HOMO-LUMO gap: 9.8 eV
- HOMO level: -9.222 eV

Last column: Löwdin charge in e.
CARTESIAN COORDINATES (ANGSTROEM)
C (0.8931, 2.1780, 0.6710)  -0.1706
C (1.9579, -1.7648, 0.8268)  -0.1567
C (0.5621, 0.1771, -1.9263)  -0.1916
N (-1.4224, 0.3059, 0.1186)  -0.3044
N (1.8189, -0.6251, 0.3029)  -0.1090
Si (-2.4255, -1.0226, 0.5427)  0.4834
Si (0.3735, 0.4136, -0.0323)  0.4575
H (1.3784, 1.9276, 1.6361)  0.0243
H (1.5482, 2.5384, -0.1253)  0.0099
H (-0.0483, 2.7910, 0.5943)  0.0293
H (1.0087, -2.3317, 1.2922)  0.0913
H (-1.9269, -1.6586, 1.6668)  -0.1197
H (2.9433, -2.3121, 0.8084)  0.0693
H (0.4644, -0.8032, -2.2925)  -0.0014
H (-0.3466, 0.7138, -2.2757)  0.0213
H (1.4746, 0.6978, -2.2670)  0.0288
H (-3.5972, -0.2030, 0.9188)  -0.0649
H (-2.0229, 1.0798, -0.0036)  -0.0108
H (-2.6335, -2.1018, -0.4560)  -0.0858

No. 7
C16H18Cl3FeN4O8 | ωB97M-V/def2-TZVPD

- Spin multiplicity: 6
- Charge: -2
- HOMO-LUMO gap (alpha / beta): 5.6 / 7.2 eV
- Expectation value of S²: 8.76
- HOMO level (alpha / beta): -1.429 / -2.971 eV

Last column: Löwdin charge in e.
CARTESIAN COORDINATES (ANGSTROEM)
Fe (-0.0272, -0.5462, 0.0211)  0.9651
O (1.8021, -0.1973, -2.5981)  -0.0847
C (1.5733, -1.4049, -3.2698)  -0.2515
C (0.1281, -1.8980, -3.2111)  -0.1900
N (-0.3173, -2.2944, -1.8842)  -0.1961
C (0.3380, -3.5063, -1.4161)  -0.0986
C (1.6381, -3.2027, -0.5881)  -0.6950
O (2.5425, -4.0375, -0.6337)  -0.0385
O (1.6079, -2.1486, 0.0851)  -0.0732
C (-1.7722, -2.3887, -1.8372)  -0.1199
C (-2.2951, -2.6237, -0.3789)  -0.6999
O (-3.1836, -3.4579, -0.2148)  -0.0289
O (-1.7667, -1.8971, 0.4983)  -0.0749
H (0.9487, 0.2595, -2.4819)  0.0372
H (2.2489, -2.1531, -2.8435)  0.1096
H (1.8287, -1.2765, -4.3414)  0.1085
H (0.0308, -2.7446, -3.9269)  0.1210
H (-0.5178, -1.0789, -3.5412)  0.1116
H (0.5670, -4.2077, -2.2373)  0.1193
H (-0.3270, -4.0127, -0.7117)  0.1235
H (-2.1514, -3.1812, -2.5059)  0.1182
H (-2.1814, -1.4239, -2.1517)  0.1139
N (2.7043, 3.0506, 0.2187)  0.0576
C (3.6109, 2.0577, 0.4883)  -0.1194
C (2.9410, 0.8840, 0.3118)  -0.1381
N (1.6624, 1.1518, -0.0578)  0.0244
C (1.5399, 2.4476, -0.1105)  -0.1771
H (2.8693, 4.0416, 0.2233)  0.1426
H (4.6237, 2.2735, 0.7618)  0.0869
H (3.2572, -0.1334, 0.4173)  0.0987
H (0.6537, 2.9870, -0.3920)  0.0150
Cl (-3.7522, 2.9986, -1.1925)  0.5654
C (-2.3214, 2.4660, -1.9648)  -1.2662
Cl (-0.8660, 4.5082, -1.5215)  -0.2328
Cl (-2.4504, 2.3358, -3.6712)  0.5803
C (-1.5210, 1.4614, -1.2880)  -0.8394
O (-1.5803, 1.3743, -0.0342)  -0.1116
O (-0.7739, 0.7133, -1.9830)  -0.1181
O (0.4533, 0.1228, 2.2448)  -0.0980
N (-0.2370, 0.6756, 3.1612)  -0.1865
C (0.0073, 0.3461, 4.4588)  -0.0137
C (-0.7074, 0.8975, 5.4890)  -0.0806
C (-1.7002, 1.8349, 5.2283)  -0.0898
C (-1.9215, 2.1773, 3.8931)  -0.0396
C (-1.1882, 1.6018, 2.8870)  0.0221
H (0.7964, -0.3771, 4.5954)  0.1336
H (-0.4926, 0.5830, 6.4997)  0.0987
H (-2.2901, 2.2482, 6.0324)  0.0918
H (-2.6902, 2.8863, 3.6373)  0.1104
H (-1.3414, 1.8080, 1.8361)  0.1066

No. 8
C46H52BCuFN3O12P2SSb | ωB97M-V/def2-TZVPD

- Spin multiplicity: 2
- Charge: 0
- HOMO-LUMO gap (alpha / beta): 4.6 / 4.6 eV
- Expectation value of S²: 0.75
- HOMO level (alpha / beta): -6.424 / -6.384 eV

Last column: Löwdin charge in e.
CARTESIAN COORDINATES (ANGSTROEM)
Cu (0.3479, -0.6313, 0.7303)  0.5380
C (-0.0177, 3.7209, 6.9413)  -0.0628
C (0.5290, 4.1885, 5.5983)  -0.1885
N (0.1182, 3.3172, 4.4919)  -0.0272
C (0.9662, 2.3194, 4.1001)  0.0426
C (0.6831, 1.3317, 3.2152)  -0.0324
C (1.8241, 0.3178, 2.9629)  -0.5657
O (2.7555, 0.3567, 3.7621)  0.0339
O (1.7373, -0.4802, 1.9541)  -0.1000
C (-0.6308, 1.3239, 2.6463)  -0.3223
O (-1.0988, 0.4633, 1.8984)  -0.0639
C (-1.5181, 2.4327, 3.0023)  -0.0343
C (-2.7827, 2.4651, 2.4210)  0.1109
C (-3.6913, 3.3948, 2.8232)  -0.1972
F (-4.9394, 3.3402, 2.3302)  0.0753
C (-3.3608, 4.3801, 3.7576)  -0.1379
C (-2.0864, 4.3736, 4.3011)  0.0474
C (-1.1558, 3.3858, 3.9519)  -0.1241
N (-4.2694, 5.4167, 4.1347)  -0.1080
C (-5.4688, 5.7011, 3.3432)  -0.1190
C (-5.9527, 7.1208, 3.7429)  -0.0610
N (-4.7884, 7.8127, 4.4028)  0.0495
C (-4.5327, 7.2036, 5.7549)  -0.0698
C (-4.5238, 5.6688, 5.5487)  -0.1163
H (0.2907, 4.3991, 7.7404)  0.0779
H (0.3615, 2.7229, 7.1695)  0.0866
H (-1.1096, 3.6689, 6.9264)  0.0644
H (1.6128, 4.1824, 5.6168)  0.1221
H (0.2229, 5.2091, 5.3816)  0.1072
H (1.9526, 2.3193, 4.5488)  0.1452
H (-3.0458, 1.7261, 1.6629)  0.1491
H (-1.8180, 5.1555, 5.0032)  0.1060
H (-6.2773, 4.9923, 3.5212)  0.1321
H (-5.2206, 5.6651, 2.2908)  0.1268
H (-6.7605, 7.0924, 4.4669)  0.1304
H (-6.2742, 7.6992, 2.8821)  0.1343
H (-4.8969, 8.8174, 4.4460)  0.1801
H (-3.9726, 7.5689, 3.8424)  0.1774
H (-5.3181, 7.5281, 6.4312)  0.1312
H (-3.5769, 7.5812, 6.1096)  0.1321
H (-5.4884, 5.2476, 5.8494)  0.1337
H (-3.7601, 5.2105, 6.1649)  0.1232
C (-1.8766, -4.3133, -0.1960)  -0.0619
C (-2.5432, -3.0429, 0.3057)  -0.5900
O (-3.9652, -3.1854, 0.3363)  -0.0507
P (-1.9542, -2.6661, 1.9992)  0.4845
O (-2.3192, -3.9436, 2.8926)  -0.1000
O (-2.9363, -1.5724, 2.5807)  -0.1115
O (-0.5010, -2.3516, 2.0437)  -0.2676
P (-2.1248, -1.5671, -0.7404)  0.3515
O (-2.4795, -2.1631, -2.1975)  -0.1330
O (-3.0855, -0.4958, -0.3491)  -0.3181
O (-0.6249, -1.2818, -0.7280)  -0.3386
H (-2.2751, -5.1675, 0.3505)  0.0839
H (-0.7972, -4.2593, -0.0402)  0.0895
H (-2.0759, -4.4421, -1.2587)  0.0801
H (-4.3408, -2.2918, 0.2900)  0.0802
H (-1.5205, -4.2170, 3.3834)  0.1010
H (-2.6236, -0.6752, 2.2915)  0.0662
H (-2.7738, -1.4494, -2.7982)  0.0788
C (4.5056, -2.5331, -6.0566)  -0.0485
C (4.6128, -1.0243, -6.3352)  -0.5617
C (3.5336, -0.6227, -7.3545)  -0.0603
C (5.9795, -0.7401, -6.9632)  -0.0761
C (4.4143, -0.2709, -5.0102)  -0.1768
C (5.4851, 0.2407, -4.2774)  -0.0344
C (5.3164, 0.8458, -3.0222)  0.0173
C (4.0406, 0.9200, -2.5267)  -0.2034
O (3.5956, 1.4364, -1.3306)  0.1287
B (2.1922, 1.2458, -1.3259)  -1.0236
O (1.8127, 0.6288, -2.5428)  0.1006
C (2.9667, 0.4320, -3.2514)  -0.1928
C (3.1215, -0.1651, -4.4751)  0.0577
H (4.6076, -3.1086, -6.9866)  0.0833
H (3.5393, -2.7760, -5.6054)  0.0835
H (5.2922, -2.8500, -5.3660)  0.0877
H (3.7393, -1.0980, -8.3191)  0.0803
H (3.5228, 0.4619, -7.4976)  0.0918
H (2.5338, -0.9359, -7.0406)  0.0713
H (6.0490, -1.2513, -7.9294)  0.0813
H (6.8025, -1.1060, -6.3418)  0.0769
H (6.1196, 0.3330, -7.1320)  0.0910
H (6.4902, 0.1785, -4.6756)  0.0950
H (6.1587, 1.2260, -2.4523)  0.1191
H (2.2503, -0.5510, -4.9970)  0.1228
S (1.0811, 1.7449, -0.0391)  0.7024
Sb (-1.3860, 2.3727, -2.3440)  1.5382
C (-2.7007, 4.0284, -1.7877)  -0.3610
C (-4.0416, 4.1312, -2.1681)  -0.1350
C (-4.8035, 5.2472, -1.8234)  -0.1022
C (-4.2403, 6.2763, -1.0754)  -0.1301
C (-2.9225, 6.1627, -0.6440)  -0.1162
C (-2.1689, 5.0456, -0.9866)  -0.1353
C (-2.2025, 2.0605, -4.3489)  -0.3942
C (-2.8650, 3.0114, -5.1338)  -0.1462
C (-3.2872, 2.7055, -6.4231)  -0.0940
C (-3.0431, 1.4439, -6.9612)  -0.1004
C (-2.3622, 0.4968, -6.2098)  -0.0952
C (-1.9451, 0.8072, -4.9157)  -0.1514
C (0.1148, 3.7657, -3.1093)  -0.3390
C (0.3701, 3.9487, -4.4731)  -0.1117
C (1.4112, 4.7686, -4.9073)  -0.0923
C (2.2217, 5.4213, -3.9877)  -0.1014
C (1.9892, 5.2478, -2.6291)  -0.0871
C (0.9533, 4.4245, -2.1968)  -0.1722
H (-4.5060, 3.3339, -2.7406)  0.0970
H (-5.8335, 5.3221, -2.1543)  0.0963
H (-4.8260, 7.1598, -0.8371)  0.0855
H (-2.4713, 6.9562, -0.0536)  0.0895
H (-1.1355, 4.9820, -0.6506)  0.0795
H (-3.0312, 4.0117, -4.7485)  0.0948
H (-3.7995, 3.4547, -7.0169)  0.0979
H (-3.3741, 1.2064, -7.9671)  0.0978
H (-2.1509, -0.4805, -6.6304)  0.0999
H (-1.3838, 0.0648, -4.3475)  0.0862
H (-0.2377, 3.4484, -5.2157)  0.0819
H (1.5941, 4.8853, -5.9695)  0.0973
H (3.0394, 6.0483, -4.3272)  0.0963
H (2.6314, 5.7340, -1.9025)  0.1003
H (0.8236, 4.2646, -1.1318)  0.0419

Electronic energy: -144694.647, -27413.103, -43796.292, -6186.269, -17277.200, -22040.986, -111181.419, -161578.037 (eV)